Density functional theory data (wB97M-V/def2-TZVPD) for an isolated molecule of C11H25ClO3Si.

## Properties
SMILES string: CC(C)O[Si](CCCl)(OC(C)C)OC(C)C
Frontier orbital gap (eV): 10.9
LUMO energy (eV): 0.8
E (eV): -38359.251
ΔE to the lowest compared entry with this formula, charge and spin (eV): 0.000

Last column: Löwdin charge in e.
Geometry (Å):
Cl -3.8670 3.2902 -0.4937  0.569
O 0.7708 0.5842 -1.1263  -0.157
O -0.2346 0.6611 1.4707  -0.138
O -1.0223 -1.2860 -0.3055  -0.137
C 1.2328 1.1581 -3.4713  -0.045
C 1.7415 -1.1658 -2.5272  -0.030
C 2.1522 1.0146 1.6732  -0.047
C 0.5832 1.7301 3.5104  -0.033
C -1.2879 -2.3554 1.8331  -0.046
C -0.7430 -3.6695 -0.2468  -0.047
C -2.3310 2.5751 -0.0314  -0.709
C 0.8293 0.0728 -2.4594  -0.463
C 0.7386 1.5413 1.9709  -0.458
C -0.5349 -2.3418 0.5099  -0.475
C -2.0206 1.3120 -0.7566  -0.262
Si -0.5309 0.2924 -0.1188  0.383
H 1.1810 0.8114 -4.5080  0.082
H 2.2720 1.4737 -3.3177  0.081
H 0.5778 2.0305 -3.3415  0.079
H 1.6468 -1.7188 -3.4655  0.086
H 1.5138 -1.8719 -1.7226  0.060
H 2.7752 -0.9014 -2.3278  0.080
H 2.2160 -0.0584 1.8742  0.089
H 2.8944 1.5575 2.2620  0.080
H 2.3795 1.1259 0.6217  0.059
H 1.4161 2.4033 3.8961  0.103
H -0.3566 2.1655 3.7659  0.059
H 0.6486 0.7803 3.9901  0.067
H -1.2058 -1.4021 2.3603  0.068
H -0.9276 -3.1661 2.4808  0.089
H -2.3229 -2.5267 1.6053  0.079
H -1.7925 -3.8180 -0.5234  0.086
H -0.4839 -4.5442 0.3636  0.082
H -0.1431 -3.7436 -1.1387  0.061
H -1.5267 3.3174 -0.2119  0.083
H -2.3380 2.3837 1.0291  0.057
H -0.2273 -0.1686 -2.6871  0.127
H 0.5733 2.4842 1.4388  0.135
H 0.5698 -2.2002 0.6425  0.141
H -1.9321 1.5397 -1.8235  0.079
H -2.8840 0.6334 -0.6938  0.083


Density functional theory data (wB97M-V/def2-TZVPD) for a structure of composition C25H56F3N8O11STl.

## Properties
Total charge: +2
Frontier orbital gap (eV): 1.3
LUMO energy (eV): -11.2
E (eV): -84935.172
ΔE to the lowest compared entry with this formula, charge and spin (eV): 7.041

Last column: Löwdin charge in e.
Geometry (Å):
Tl -9.5393 14.7979 11.0044  0.980
C -7.3129 21.7769 6.2860  -0.584
F -7.0160 20.9145 5.3411  0.158
F -6.5318 22.8591 6.1879  0.161
F -8.6795 22.0319 6.2565  0.092
S -6.9975 20.8487 7.9799  0.596
O -7.5466 19.5043 7.8065  -0.184
O -5.5208 20.9120 8.0769  -0.178
O -7.7224 21.5897 9.0163  -0.173
C -12.8061 8.2488 13.5966  -0.001
C -11.3510 8.5722 13.4020  -0.559
O -11.0059 9.7130 13.0904  0.027
N -10.4947 7.5134 13.3518  0.009
C -9.0346 7.6661 13.0082  -0.047
H -12.8487 7.2649 14.0638  0.075
H -13.2631 8.2274 12.6072  0.089
H -13.2401 9.0190 14.2341  0.087
H -10.7067 6.5990 13.7246  0.127
H -8.6830 8.3064 13.8172  0.078
H -8.7771 8.1145 12.0486  0.081
H -8.5203 6.7167 13.1573  0.079
C -15.7078 14.4300 16.4939  0.004
C -15.3310 15.0536 15.1514  -0.504
O -14.1564 15.0036 14.8519  0.049
N -16.1843 15.8319 14.3867  0.026
C -17.6234 15.8040 14.4573  -0.085
H -15.2981 13.4266 16.6100  0.084
H -16.7579 14.2217 16.6992  0.069
H -15.2515 15.0048 17.2998  0.093
H -15.7521 16.3947 13.6680  0.139
H -18.0412 16.5797 13.8157  0.088
H -18.0461 15.8612 15.4604  0.086
H -18.0245 14.8669 14.0712  0.087
C -15.0605 20.6198 10.4733  0.011
C -13.5942 20.8759 10.6919  -0.534
O -12.9208 19.8662 10.6600  0.084
N -13.0302 22.0756 10.8933  0.053
C -13.6481 23.4018 10.7719  -0.033
H -15.1969 19.5926 10.1351  0.091
H -15.4217 21.3250 9.7247  0.082
H -15.6771 20.7901 11.3558  0.094
H -12.0223 22.0982 10.9543  0.153
H -13.0797 24.1124 10.1719  0.094
H -13.6124 23.7306 11.8105  0.094
H -14.7015 23.3795 10.4925  0.087
C -2.6847 12.1937 9.0292  0.008
C -3.5894 13.0886 8.3152  -0.653
O -4.7469 13.1403 8.5225  0.114
N -3.0862 13.8366 7.4084  0.025
C -3.5362 14.9923 6.7350  -0.046
H -2.7167 11.1616 8.6802  0.101
H -2.8444 12.1873 10.1074  0.095
H -1.6635 12.5679 9.1017  0.089
H -2.2100 13.4718 7.0628  0.155
H -3.0834 15.1326 5.7535  0.100
H -3.3767 15.8721 7.3584  0.099
H -4.6207 14.9440 6.6361  0.089
C -8.4664 12.6980 18.5294  -0.006
C -7.3343 12.5863 17.5334  -0.510
O -7.5286 13.0294 16.3675  0.003
N -6.1756 12.0427 18.0063  0.015
C -4.9042 12.1015 17.2852  -0.079
H -9.2169 11.9354 18.3213  0.085
H -8.8253 13.7016 18.3011  0.089
H -8.1908 12.5174 19.5684  0.078
H -6.1923 11.4249 18.8051  0.138
H -4.4201 13.0781 17.2951  0.085
H -5.0479 11.9166 16.2207  0.074
H -4.1595 11.3236 17.4542  0.084
C -15.8345 11.9070 6.8273  -0.002
C -15.7619 11.9027 8.3637  -0.534
O -14.9551 12.6156 8.9505  0.035
N -16.6708 11.2159 9.0495  0.007
C -17.6942 10.2931 8.6238  -0.055
H -15.0683 12.5738 6.4320  0.078
H -16.7850 12.1648 6.3601  0.081
H -15.5129 10.9733 6.3661  0.079
H -16.5583 11.1944 10.0530  0.147
H -17.8423 10.3539 7.5456  0.086
H -18.5113 10.6180 9.2680  0.095
H -17.4422 9.2625 8.8737  0.087
C -11.4490 16.8590 3.4170  0.035
C -10.3160 15.8903 3.8268  -0.549
O -10.2431 15.4634 4.9783  0.070
N -9.4869 15.3019 3.0908  0.042
C -9.2214 15.6417 1.6766  -0.024
H -11.0683 17.8414 3.1373  0.085
H -12.2260 16.9940 4.1694  0.090
H -11.8830 16.5458 2.4674  0.085
H -8.8728 14.6173 3.5082  0.165
H -8.1464 15.4712 1.6195  0.091
H -9.4743 16.6883 1.5071  0.087
H -9.6672 15.1325 0.8221  0.090
C -8.6752 9.0467 5.8281  -0.008
C -9.8228 9.0321 6.8380  -0.541
O -9.9782 9.9479 7.6449  0.040
N -10.5696 7.9057 6.7531  -0.001
C -11.8638 7.6168 7.4085  -0.038
H -7.8712 8.3892 6.1590  0.084
H -8.3031 10.0621 5.6920  0.082
H -8.9860 8.6095 4.8793  0.079
H -9.9501 7.2008 6.3796  0.131
H -11.8188 6.7003 7.9967  0.082
H -12.5935 7.5330 6.6031  0.081
H -12.1023 8.4468 8.0735  0.081


Density functional theory data (wB97M-V/def2-TZVPD) for an isolated molecule of C3H3N3S.

## Properties
SMILES string: S=Cn1nccn1
Frontier orbital gap (eV): 8.4
LUMO energy (eV): -0.8
E (eV): -18463.549
ΔE to the lowest compared entry with this formula, charge and spin (eV): 1.534

Last column: Löwdin charge in e.
Geometry (Å):
C 0.7776 1.2060 1.3058  -0.656
C -0.7197 -0.2754 -1.3929  -0.127
C -0.4267 -1.4028 -0.5859  -0.124
H 0.7095 2.2377 0.9459  0.066
H -1.2439 -0.2280 -2.3638  0.111
H -0.6291 -2.4761 -0.7519  0.112
N 0.2177 0.3242 0.3755  -0.283
N -0.2985 0.8100 -0.7644  0.098
N 0.1721 -1.0017 0.5245  0.104
S 1.4409 0.8061 2.7072  0.699


Density functional theory data (wB97M-V/def2-TZVPD) for a structure of composition C15H18BNO6RuSSe3Te.

## Properties
2S+1: 5
Expectation value of S²: 6.045
Frontier orbital gap (spin up / spin down) (eV): 6.8 / 5.7
LUMO energy (spin up / spin down) (eV): -0.6 / -1.8
E (eV): -247050.070
ΔE to the lowest compared entry with this formula, charge and spin (eV): 0.000

Last column: Löwdin spin population.
Geometry (Å):
Ru 0.7773 1.5024 1.4714  2.428
O 2.3483 3.0221 2.5092  0.063
C 3.4855 3.0099 1.6578  0.006
C 4.3411 1.8863 2.0875  0.001
C 3.6985 0.4903 2.0875  0.020
C 3.4682 0.0113 0.7043  0.010
C 4.3819 -0.7807 0.0019  0.001
C 4.1288 -1.0722 -1.3356  0.003
C 2.9639 -0.6213 -1.9296  0.000
C 2.1071 0.1741 -1.1683  0.006
N 2.3465 0.5077 0.0919  0.030
H 1.8696 3.8641 2.3765  0.002
H 4.0318 3.9550 1.8254  0.002
H 3.1786 2.8753 0.6397  0.001
H 4.5882 1.9864 3.1206  0.000
H 5.2737 1.9037 1.5602  0.000
H 2.7475 0.5554 2.6544  0.014
H 4.2414 -0.1488 2.7384  0.001
H 5.2585 -1.1164 0.5197  0.000
H 4.8360 -1.7477 -1.7385  0.000
H 2.8620 -0.8991 -2.9951  0.000
H 1.3227 0.6726 -1.7398  0.000
Se 0.4940 3.7862 0.1614  0.056
Se -0.8790 3.1715 1.8687  0.195
Te -0.4440 -0.3720 2.8818  0.469
Se -0.1581 -1.9523 1.1903  0.671
C -1.7675 1.9719 -1.9168  0.003
S -1.4714 0.6991 -3.1179  0.000
O -2.8947 -0.0197 -3.0888  0.000
O -1.3823 1.2273 -4.4482  0.000
O -0.5070 -0.2047 -2.6139  0.000
H -2.7281 2.4279 -2.1192  0.000
H -0.8977 2.6211 -1.9361  0.001
H -1.7192 1.4996 -0.9254  0.003
O -3.4247 -2.1769 -2.1505  0.001
B -3.3527 -0.8563 -2.0453  0.002
O -3.9962 -0.4157 -0.8536  0.000
C -4.2884 -1.6224 -0.1913  0.003
C -4.9526 -1.7361 0.9924  0.000
C -5.3909 -3.0554 1.2912  0.000
C -5.1392 -4.1772 0.4728  0.000
C -4.4621 -4.0009 -0.7772  0.000
C -3.9696 -2.7251 -1.0372  0.002
H -5.2249 -0.8653 1.5691  0.000
H -6.0313 -3.2303 2.1154  0.000
H -5.3804 -5.1419 0.9237  0.000
H -4.2890 -4.8825 -1.3849  0.000


Density functional theory data (wB97M-V/def2-TZVPD) for a structure of composition C43H38GeN3O2STc.

## Properties
2S+1: 3
Expectation value of S²: 2.064
Total charge: +2
Frontier orbital gap (spin up / spin down) (eV): 5.4 / 6.0
LUMO energy (spin up / spin down) (eV): -7.8 / -7.5
E (eV): -123311.072
ΔE to the lowest compared entry with this formula, charge and spin (eV): 1.918

Last column: Löwdin spin population.
Geometry (Å):
Tc -0.0553 -0.7421 0.0530  1.638
O 1.7791 -0.5537 3.6090  0.038
C 1.5309 -0.5002 2.4330  0.014
O 0.3772 -0.2217 1.9105  0.137
C 2.5819 -0.6781 1.3649  0.006
C 3.9187 -0.7381 1.7686  0.000
C 4.8947 -0.7320 0.8102  0.006
C 4.5116 -0.6543 -0.5426  -0.001
C 5.4831 -0.5786 -1.5631  0.001
C 5.1060 -0.5065 -2.8744  -0.002
C 3.7433 -0.5224 -3.2052  0.002
C 2.7768 -0.5906 -2.2374  0.000
C 3.1168 -0.6445 -0.8738  0.005
N 2.1609 -0.6579 0.1037  -0.003
H 4.1189 -0.7725 2.8281  0.000
H 5.9419 -0.7666 1.0694  0.000
H 6.5252 -0.5791 -1.2801  0.000
H 5.8501 -0.4361 -3.6499  0.000
H 3.4522 -0.4797 -4.2421  0.000
H 1.7428 -0.5983 -2.5349  0.001
C -2.2238 -1.0001 2.6653  0.000
C -2.9119 -0.7949 1.3647  0.003
C -4.3196 -0.7307 1.4024  0.001
C -5.0559 -0.6040 0.2615  0.000
C -4.3783 -0.5496 -0.9701  0.000
C -5.0611 -0.5006 -2.2015  -0.020
C -4.3705 -0.5135 -3.3853  0.001
C -2.9766 -0.5369 -3.3768  -0.015
C -2.2934 -0.5819 -2.1804  0.008
S -0.5505 -0.6613 -2.1836  -0.056
C -2.9598 -0.6028 -0.9367  0.001
N -2.2386 -0.7104 0.2207  0.001
H -2.9386 -0.9264 3.4775  0.000
H -1.4258 -0.2801 2.8298  0.000
H -1.7738 -1.9920 2.6865  0.000
H -4.8058 -0.7988 2.3633  0.000
H -6.1349 -0.5747 0.2852  0.000
H -6.1411 -0.4778 -2.1933  -0.001
H -4.8926 -0.5175 -4.3264  0.000
H -2.4131 -0.5378 -4.2989  0.000
C 2.7146 3.5168 -3.4518  0.007
C 3.1143 3.8274 -2.1616  0.000
C 2.3554 3.4156 -1.0787  0.006
C 1.1737 2.7059 -1.2886  0.022
C 0.7721 2.4094 -2.5886  0.007
C 1.5402 2.8111 -3.6661  -0.001
Ge 0.0107 2.3446 0.2958  0.069
C -1.9418 2.6904 0.0643  0.020
C -2.8483 2.4594 1.0983  0.005
C -4.1602 2.8824 0.9835  0.000
C -4.5809 3.5296 -0.1689  0.006
C -3.6862 3.7554 -1.2039  0.000
C -2.3719 3.3350 -1.0948  0.007
C 0.7920 2.7775 2.0583  0.002
C 2.1275 2.4845 2.3292  0.001
C 2.6876 2.8385 3.5415  0.000
C 1.9151 3.4852 4.4948  0.000
C 0.5882 3.7881 4.2288  0.000
C 0.0198 3.4274 3.0192  0.001
H 3.3175 3.8271 -4.2915  0.000
H 4.0164 4.3982 -1.9946  0.000
H 2.6715 3.6710 -0.0758  0.000
H -0.1406 1.8549 -2.7664  -0.001
H 1.2204 2.5788 -4.6716  0.000
H -2.5279 1.9545 1.9996  0.000
H -4.8541 2.7220 1.7962  0.000
H -5.6032 3.8643 -0.2571  0.000
H -4.0099 4.2718 -2.0958  0.000
H -1.6754 3.5395 -1.8971  0.000
H 2.7319 1.9697 1.5926  0.000
H 3.7226 2.6076 3.7467  0.000
H 2.3474 3.7476 5.4482  0.000
H -0.0086 4.3023 4.9684  0.000
H -1.0158 3.6702 2.8170  0.000
C 0.5546 -5.8070 1.7269  0.004
C -0.0059 -5.2506 0.4103  0.007
C -1.4531 -5.7269 0.2090  0.001
C 0.8848 -5.6610 -0.7750  0.003
C -0.0111 -3.8097 0.4370  0.051
N -0.0355 -2.6544 0.3675  0.016
H 0.5551 -6.8935 1.6810  0.000
H -0.0564 -5.4984 2.5706  0.000
H 1.5721 -5.4660 1.8956  0.000
H -1.4706 -6.8128 0.1627  0.000
H -1.8700 -5.3310 -0.7129  0.000
H -2.0809 -5.4078 1.0366  0.000
H 0.9091 -6.7452 -0.8461  0.000
H 1.8996 -5.2970 -0.6377  0.000
H 0.5004 -5.2556 -1.7072  0.000


Density functional theory data (wB97M-V/def2-TZVPD) for a structure of composition C24H17N5O6PdS2.

## Properties
Total charge: -2
Frontier orbital gap (eV): 2.4
LUMO energy (eV): 2.9
E (eV): -70048.767

Last column: Löwdin charge in e.
Geometry (Å):
Pd -0.0303 0.1572 -0.2315  0.985
O 4.8041 0.0371 -5.6489  0.047
C 5.3638 0.0449 -4.3849  -0.520
O 6.5826 0.0812 -4.3003  0.018
C 4.4513 0.0151 -3.2731  -0.205
C 4.9868 0.0025 -1.9668  -0.049
C 4.1996 -0.0373 -0.8569  -0.037
C 2.7766 -0.0614 -0.9536  -0.296
C 2.2424 -0.0496 -2.2741  -0.066
C 3.0392 -0.0179 -3.3786  -0.070
N 1.9266 -0.0834 0.0839  -0.115
C 2.3177 -0.1151 1.3662  -0.185
C 1.4222 -0.1122 2.4416  -0.337
C 1.8949 -0.0599 3.7827  -0.088
C 0.9992 -0.0062 4.8149  -0.154
C -0.3691 -0.0269 4.5300  -0.151
C -0.7551 -0.1175 3.2005  -0.196
N 0.0794 -0.1482 2.1853  0.030
H 3.8451 -0.0219 -5.5604  0.059
H 6.0637 0.0174 -1.8783  0.105
H 4.6751 -0.0510 0.1123  0.075
H 1.1492 -0.0983 -2.3822  0.073
H 2.5441 -0.0276 -4.3457  0.091
H 3.3770 -0.1425 1.6053  0.073
H 2.9628 -0.0563 3.9608  0.088
H 1.3454 0.0465 5.8404  0.080
H -1.1025 0.0164 5.3200  0.058
H -1.8055 -0.1629 2.9396  0.092
S 0.3472 4.5089 0.5521  0.999
C -0.3291 4.2087 -1.0065  -0.394
C -0.2771 2.8828 -1.2888  -0.227
N 0.2629 2.1160 -0.3118  -0.159
C 0.6553 2.8178 0.7067  -0.416
H -0.7161 5.0207 -1.5885  0.050
H -0.6216 2.4059 -2.1937  0.117
H 1.0818 2.4105 1.6021  0.078
S 0.1254 -4.4639 0.1155  0.421
C -0.1025 -2.9108 -0.1468  -1.001
N -0.3084 -1.7901 -0.4207  -0.061
O -2.0022 1.7623 1.0285  -0.012
C -2.5707 1.0341 0.2052  -0.631
O -2.0074 0.3500 -0.6913  -0.130
C -4.0883 1.0164 0.1998  -0.093
C -4.7596 2.1923 0.5405  -0.001
C -6.1447 2.2289 0.5695  -0.074
C -6.8712 1.0968 0.2774  -0.014
C -6.2077 -0.0911 -0.0555  -0.165
C -4.8083 -0.1253 -0.1085  0.088
N -6.9766 -1.2354 -0.3278  -0.335
O -6.4064 -2.3046 -0.6008  0.068
O -8.2222 -1.1372 -0.2877  0.021
H -4.1838 3.0727 0.7841  0.117
H -6.6619 3.1461 0.8244  0.100
H -7.9502 1.0952 0.2999  0.107
H -4.3125 -1.0463 -0.3762  0.136


Question: The highest E belongs to which entry?
Answer: C3H3N3S


Question: Number 4 is which compound?
Answer: C15H18BNO6RuSSe3Te


Question: Number 3 is which compound?
Answer: C3H3N3S